one:
An isolated ion of composition CH2O4P and charge -1, computed with ωB97M-V/def2-TZVPD.

ORCA input file:
```
! RIJCOSX wB97M-V def2-TZVPD def2/J DEFGRID3
* xyz -1 1
C -1.666 0.199 0.318
O 2.011 1.042 0.293
O 1.567 -1.490 0.328
O -0.551 -0.066 -0.343
O -2.895 0.114 0.097
P 1.454 -0.148 -0.320
H 1.344 0.110 -1.734
H -1.264 0.239 1.362
*
```

Values from the calculation:
Highest occupied orbital energy, hartree: -0.2078
SMILES: O=CO[P@@H](=O)[O-]
LUMO level, eV: 4.27

---

two:
An isolated ion of composition CH2O4P and charge -1, computed with ωB97M-V/def2-TZVPD.

ORCA input file:
```
! RIJCOSX wB97M-V def2-TZVPD def2/J DEFGRID3
* xyz -1 1
C 0.965 -0.459 0.355
O -1.738 0.217 -1.667
O -1.850 1.562 0.479
O -0.385 -0.526 0.601
O 1.316 0.706 -0.360
P -1.155 0.594 -0.375
H 1.621 -0.706 1.241
H 1.226 -1.388 -0.274
*
```

Values from the calculation:
Highest occupied orbital energy, hartree: -0.1623
SMILES: O=P(=O)OC[O-]
LUMO level, eV: 4.13

---

Most stable = one